An isolated ion of composition C24H18N3O6S and charge -1. Source: OMol25; level of theory: ωB97M-V with the def2-TZVPD basis set.

Output
SMILES string: Cc1ccc(S(=O)(=O)N2c3cc([N+](=O)[O-])ccc3C(=[N+]([O-])[O-])[C@H]2[C@@H]2C=Cc3ccccc32)cc1
Total energy: -1939.0661 hartree
Relative energy (zero: lowest compared OMol25 entry of this formula, charge and spin): 19.37 kcal/mol
HOMO energy: -3.783 eV
Charge: -1

Each line ends with the Löwdin charge.
Atoms and positions in Å:
C1 0.621 2.243 -5.035  -0.0567
C2 1.192 1.461 -3.890  -0.2728
C3 2.422 1.792 -3.313  -0.0245
C4 2.895 1.062 -2.225  -0.0460
C5 2.119 0.009 -1.735  -0.2857
S1 2.715 -0.840 -0.321  0.7522
O1 2.576 -2.253 -0.569  -0.2729
O2 3.936 -0.274 0.174  -0.2716
N1 1.413 -0.337 0.820  -0.0833
C6 1.305 0.869 1.539  -0.1609
C7 1.838 2.129 1.313  0.0602
C8 1.318 3.217 2.032  -0.1738
N2 1.685 4.487 1.479  -0.3360
O3 1.232 5.581 1.886  0.0168
O4 2.486 4.436 0.503  -0.0212
C9 0.346 3.035 3.063  0.0036
C10 -0.094 1.743 3.371  -0.0156
C11 0.381 0.653 2.614  -0.0941
C12 0.000 -0.729 2.526  -0.1634
N3 -0.601 -1.525 3.472  -0.3589
O5 -1.037 -1.026 4.542  -0.0308
O6 -0.657 -2.762 3.218  -0.0209
C13 0.303 -1.149 1.159  -0.1198
C14 0.977 -0.451 -2.414  -0.0447
C15 0.497 0.324 -3.466  -0.0274
H1 -0.360 1.827 -5.287  0.0722
H2 0.500 3.310 -4.814  0.0854
H3 1.277 2.143 -5.908  0.0841
H4 3.013 2.612 -3.719  0.1186
H5 3.843 1.290 -1.743  0.1146
H6 2.629 2.345 0.593  0.1108
H7 -0.020 3.913 3.603  0.1104
H8 -0.786 1.529 4.189  0.1082
H9 0.312 -2.188 0.864  0.1286
H10 0.485 -1.392 -2.147  0.0996
H11 -0.429 0.062 -4.006  0.1218
C16 -1.282 -0.710 0.324  -0.1362
C17 -2.206 0.048 1.183  -0.0454
C18 -3.266 -0.767 1.594  -0.0044
C19 -3.109 -2.070 0.941  -0.1714
C20 -1.944 -1.999 0.100  -0.1850
C21 -1.540 -3.069 -0.683  -0.0411
C22 -2.246 -4.286 -0.550  -0.0913
C23 -3.298 -4.423 0.390  -0.1042
C24 -3.748 -3.319 1.136  -0.0345
H12 -0.643 -0.253 -0.414  0.1097
H13 -2.065 1.109 1.434  0.1116
H14 -4.135 -0.505 2.231  0.1115
H15 -0.723 -2.927 -1.409  0.0973
H16 -1.951 -5.125 -1.171  0.0848
H17 -3.703 -5.417 0.580  0.0872
H18 -4.471 -3.435 1.949  0.1051

C24H18N6O2RhS as an isolated structure. Source: OMol25; level of theory: ωB97M-V with the def2-TZVPD basis set.

Output
Total energy: -1912.9217 hartree
⟨S²⟩: 6.0287
Spin multiplicity: 5
HOMO energy (alpha / beta): -10.360 / -11.626 eV
Charge: +1

Each line ends with the Löwdin charge.
Atoms and positions in Å:
Rh1 -0.019 -0.471 0.047  1.1927
C1 4.054 1.131 -0.602  -0.0037
C2 2.571 1.141 -0.375  -0.4154
O1 1.949 0.074 -0.584  -0.1073
C3 1.990 2.377 0.051  0.0055
C4 0.651 2.695 0.150  -0.3087
C5 0.232 4.104 0.431  -0.0279
N1 -0.303 1.749 -0.037  -0.0589
N2 -1.537 2.196 -0.095  0.0872
C6 -2.433 1.191 -0.313  -0.3961
O2 -2.104 -0.019 -0.409  -0.0957
C7 -3.843 1.585 -0.460  -0.1555
C8 -4.227 2.925 -0.392  -0.0211
C9 -5.561 3.267 -0.532  -0.0652
C10 -6.514 2.279 -0.742  -0.0640
C11 -6.136 0.944 -0.811  -0.0643
C12 -4.805 0.596 -0.671  -0.0166
H1 4.383 0.139 -0.900  0.0887
H2 4.571 1.435 0.310  0.0975
H3 4.317 1.853 -1.376  0.0998
H4 2.694 3.181 0.213  0.1157
H5 1.097 4.730 0.629  0.0819
H6 -0.453 4.139 1.279  0.0853
H7 -0.316 4.504 -0.422  0.0921
H8 -3.477 3.685 -0.231  0.1064
H9 -5.859 4.305 -0.481  0.1084
H10 -7.555 2.551 -0.854  0.1096
H11 -6.881 0.178 -0.976  0.1084
H12 -4.494 -0.438 -0.725  0.1141
S1 0.637 -5.631 5.636  1.0658
N3 0.638 -4.022 5.711  -0.2036
C13 0.469 -3.581 4.475  -0.3018
C14 0.402 -2.191 4.074  -0.0723
C15 0.506 -1.129 4.974  0.0350
C16 0.429 0.162 4.502  -0.0103
C17 0.254 0.363 3.136  -0.0849
N4 0.158 -0.639 2.276  0.0280
C18 0.224 -1.909 2.718  -0.1272
C19 0.100 -2.986 1.726  -0.1260
N5 -0.081 -2.640 0.436  0.0035
C20 -0.202 -3.593 -0.481  -0.0829
C21 -0.147 -4.949 -0.172  -0.0113
C22 0.037 -5.320 1.140  0.0366
C23 0.162 -4.327 2.112  -0.0721
C24 0.352 -4.621 3.520  -0.3009
N6 0.437 -5.830 4.049  -0.2036
H13 0.643 -1.340 6.026  0.1300
H14 0.502 1.010 5.167  0.1195
H15 0.188 1.358 2.715  0.1109
H16 -0.356 -3.260 -1.499  0.1236
H17 -0.253 -5.684 -0.956  0.1203
H18 0.086 -6.359 1.436  0.1306

One molecule with the formula C24H19BrN2O2. Source: OMol25; level of theory: ωB97M-V with the def2-TZVPD basis set.

Output
SMILES string: O=C1NCc2c1c1c(c3c2c2cc(Br)ccc2n3CCCO)Cc2ccccc2-1
Total energy: -3759.9262 hartree
Relative energy (zero: lowest compared OMol25 entry of this formula, charge and spin): 57.68 kcal/mol
HOMO energy: -8.055 eV

Each line ends with the Löwdin charge.
Atoms and positions in Å:
O1 1.951 -4.509 1.110  0.0488
Br1 2.223 0.298 -6.603  0.7447
O2 -3.124 4.189 -0.312  -0.0576
C1 1.636 -3.657 0.299  -0.4359
C2 -0.445 -2.607 4.744  -0.0842
C3 -0.906 -1.427 5.249  -0.1050
C4 1.171 2.063 -4.726  -0.1321
C5 1.698 -0.136 -3.849  -0.0271
C6 0.124 -2.666 3.445  0.0135
C7 0.630 2.427 -3.417  0.0303
C8 -0.856 -0.252 4.476  -0.0345
C9 1.614 0.806 -4.907  -0.7416
C10 1.137 -2.229 0.315  0.0160
C11 1.156 0.220 -2.562  -0.0861
C12 0.251 -1.509 2.702  -0.0968
C13 0.603 -1.358 1.246  -0.0355
C14 1.102 -0.582 -1.359  -0.0257
C15 0.504 1.470 -2.362  -0.1233
C16 0.429 0.262 -0.449  -0.1191
C17 -0.297 -0.304 3.192  -0.1745
C18 0.308 -0.060 0.863  -0.0541
C19 1.435 -1.896 -1.006  -0.0911
N1 2.067 -4.043 -0.875  0.0716
N2 0.036 1.458 -1.029  0.0313
C20 -0.226 0.764 2.133  -0.0267
C21 1.877 -2.997 -1.858  -0.1088
C22 -3.052 2.971 0.401  -0.3405
C23 -0.909 2.485 -0.530  -0.0910
C24 -2.314 2.004 -0.285  -0.2140
H1 -3.735 4.853 0.132  0.1301
H2 -0.450 -3.400 5.403  0.0760
H3 -1.348 -1.405 6.312  0.1307
H4 1.210 2.807 -5.490  0.0909
H5 2.022 -1.163 -3.812  0.0885
H6 0.422 -3.642 3.044  0.1112
H7 0.317 3.402 -3.130  0.0825
H8 -1.412 0.628 4.849  0.1134
H9 2.887 -4.555 -0.999  0.1355
H10 0.628 1.475 2.306  0.1424
H11 -1.223 1.348 2.016  0.1214
H12 2.860 -2.834 -2.334  0.1432
H13 1.107 -3.248 -2.580  0.1365
H14 -4.032 2.554 0.601  0.1234
H15 -2.576 3.119 1.444  0.1437
H16 -0.475 2.757 0.344  0.0841
H17 -0.906 3.300 -1.297  0.1414
H18 -2.847 1.761 -1.151  0.1192
H19 -2.272 1.060 0.299  0.1351

C24H19BrN3O3RbSTe as an isolated structure. Source: OMol25; level of theory: ωB97M-V with the def2-TZVPD basis set.

Output
Total energy: -4580.3223 hartree
Relative energy (zero: lowest compared OMol25 entry of this formula, charge and spin): 3.08 kcal/mol
HOMO energy: -1.129 eV
Charge: -2

Each line ends with the Löwdin charge.
Atoms and positions in Å:
Rb1 0.537 -0.614 0.562  0.9689
Br1 -8.440 -3.297 0.291  0.6817
C1 -7.820 -2.224 1.731  -0.7083
C2 -6.653 -2.577 2.393  -0.1233
C3 -6.193 -1.794 3.437  -0.0200
C4 -6.900 -0.655 3.832  -0.3001
C5 -8.082 -0.337 3.167  -0.0495
C6 -8.540 -1.106 2.109  -0.1452
N1 -6.597 0.089 5.002  0.0194
N2 -5.416 0.290 5.409  0.0251
C7 -4.261 0.177 4.666  -0.2922
C8 -3.161 -0.282 5.410  -0.0570
C9 -1.965 -0.659 4.860  -0.0319
C10 -1.733 -0.542 3.453  -0.4000
O1 -0.697 -0.906 2.881  -0.1719
C11 -2.813 0.134 2.680  -0.1401
N3 -2.502 0.424 1.403  0.1132
C12 -3.350 1.125 0.685  -0.1396
C13 -4.550 1.624 1.209  -0.0569
C14 -4.886 1.321 2.502  -0.0215
C15 -4.036 0.508 3.280  -0.1130
H1 -6.099 -3.454 2.087  0.1001
H2 -5.273 -2.064 3.938  0.1180
H3 -8.641 0.529 3.500  0.1046
H4 -9.451 -0.842 1.589  0.0917
H5 -3.339 -0.397 6.475  0.1019
H6 -1.161 -1.058 5.465  0.0986
H7 -3.056 1.334 -0.340  0.0893
H8 -5.189 2.249 0.598  0.0964
H9 -5.787 1.728 2.935  0.1055
O2 2.278 -2.305 -0.389  -0.1885
C16 2.916 -1.293 -0.767  -0.8242
O3 3.021 -0.214 -0.129  -0.1952
C17 3.628 -1.354 -2.105  -0.1773
C18 4.972 -1.706 -2.108  -0.0621
C19 5.709 -1.768 -3.285  -0.1431
C20 5.071 -1.460 -4.480  -0.1484
C21 3.732 -1.103 -4.483  -0.1613
C22 2.966 -1.038 -3.309  -0.6688
S1 1.268 -0.602 -3.391  0.4099
H10 5.444 -1.930 -1.156  0.1070
H11 6.757 -2.044 -3.267  0.0733
H12 5.617 -1.496 -5.419  0.0766
H13 3.241 -0.861 -5.419  0.0738
C23 -1.328 3.770 -1.580  -0.5084
Te1 -0.008 2.128 -2.091  1.0546
C24 -1.155 1.739 -3.840  -0.4953
H14 -1.210 4.590 -2.288  -0.0247
H15 -1.069 4.119 -0.580  -0.0212
H16 -2.367 3.438 -1.575  -0.0281
H17 -2.177 1.499 -3.552  -0.0095
H18 -0.690 0.900 -4.351  -0.0720
H19 -1.141 2.621 -4.479  -0.0114

Which value of total energy does entry 1 give? -1939.0661 hartree